(1)
Below is 6 unconnected molecules or ions with the total composition C25H51IN3O7S at a distorted geometry, with properties calculated with ωB97M-V/def2-TZVPD.

Results
Molecular weight: 664.7 g/mol
Charge: +1
HOMO-LUMO gap: 0.31693 hartree
E: -2369.76284 Ha

XYZ file:
```
88
Properties=species:S:1:pos:R:3:forces:R:3
C -4.8114 -3.5025 -4.0922 -0.0598 -0.0500 -0.2660
C -5.2259 -2.0767 -4.4268 0.0213 0.0430 0.6399
O -5.6385 -1.3472 -3.2705 -0.1412 0.0324 0.3907
C -4.1183 -1.3027 -5.1099 -0.3362 -0.2676 0.1811
O -2.8273 -1.5358 -4.5224 -0.2743 0.4062 -0.3681
C -2.1975 -0.4180 -3.9798 1.1444 -0.3155 0.2232
N -2.7030 -0.2186 -2.6100 -0.6490 -0.0646 -0.2795
C -2.1925 -1.3304 -1.9667 0.2693 0.6041 0.3931
N -2.7209 -1.8597 -0.9143 -0.4473 -0.5388 0.1695
C -3.8900 -1.3582 -0.2144 -0.2843 0.1783 0.8950
C -3.6296 -1.2551 1.3062 0.3970 -0.2074 -1.3147
C -2.2245 -0.7320 1.5877 -0.1814 -0.1155 0.6899
S -1.1639 -2.1793 1.8971 0.1432 -0.2587 -0.1356
N -1.0764 -1.8044 -2.5402 -0.4208 -0.9599 -1.1127
C -0.9160 -3.2611 -2.7109 0.2622 0.2972 0.8597
C -0.7996 -0.8974 -3.6452 0.8146 0.8618 0.6528
I 0.3887 0.7034 -2.7438 0.0642 0.1864 -0.2468
H -3.9839 -3.8089 -4.7187 0.2478 -0.1616 -0.1179
H -5.6270 -4.1799 -4.2918 -0.2756 -0.2871 0.0832
H -4.5259 -3.6196 -3.0555 0.1254 0.1626 0.2672
H -6.0782 -2.1255 -5.0914 -0.0680 0.1396 -0.5429
H -6.6007 -1.3714 -3.1921 0.2583 -0.0638 -0.0409
H -4.3788 -0.2551 -5.0678 0.0688 0.3822 -0.1073
H -4.0899 -1.6475 -6.1330 0.2910 0.0452 -0.4212
H -2.1551 0.4553 -4.6153 -0.5933 0.3907 0.0351
H -2.4756 0.6777 -2.1962 -0.1957 0.0533 0.1331
H -2.2644 -2.6717 -0.5116 0.1749 0.1941 0.1525
H -4.7502 -1.9832 -0.4067 -0.1490 -0.3104 -0.1689
H -4.1458 -0.3790 -0.5689 0.1097 0.4200 -0.5094
H -3.7704 -2.2468 1.7113 -0.0707 -0.1869 0.5347
H -4.3781 -0.5880 1.6942 -0.3227 0.1816 0.3627
H -2.2421 -0.0988 2.4645 0.1008 0.1119 0.1805
H -1.8536 -0.1262 0.7754 0.1852 0.0712 -0.3461
H 0.0495 -1.7126 1.5640 -0.1003 0.2007 0.0061
H -0.2814 -3.6639 -1.9300 0.3321 -0.0324 0.0345
H -0.4960 -3.4617 -3.6786 0.1369 -0.0992 -0.3422
H -1.8827 -3.7334 -2.6138 -0.3564 -0.1592 -0.2276
H -0.1557 -1.2122 -4.4436 -0.1359 -0.8338 -0.1887
C 4.3638 2.5823 -1.2264 -0.2186 0.0809 -0.0879
C 3.2635 2.0713 -0.3376 0.0608 0.0237 -0.0100
O 2.1308 2.5026 -0.4115 -0.1351 -0.1092 -0.0692
C 3.6278 0.9958 0.6548 -0.2502 0.0394 0.0458
H 3.9703 3.3506 -1.8876 0.0117 0.0244 0.0161
H 5.1596 3.0167 -0.6207 0.0701 -0.0591 -0.0405
H 4.7661 1.7645 -1.8277 0.1129 -0.0219 0.1031
H 4.3983 1.3616 1.3347 0.1036 -0.0729 -0.0691
H 4.0015 0.1149 0.1302 0.1318 0.0295 0.0314
H 2.7481 0.7184 1.2321 -0.0002 0.0093 0.0046
C -0.8284 2.7738 1.5320 -0.1176 -0.1743 0.0497
C -1.8629 3.1841 2.5467 -0.0170 -0.0647 0.0240
O -2.5695 2.3599 3.0880 -0.0920 0.0492 -0.1858
C -1.9778 4.6525 2.8621 -0.1820 -0.1233 0.1671
H -0.8547 1.6933 1.4087 0.0686 0.0526 0.0155
H -1.0408 3.2456 0.5713 0.1788 0.1214 0.0100
H 0.1691 3.0647 1.8618 0.0176 0.1201 -0.1490
H -2.2330 5.2096 1.9595 0.1443 0.0498 -0.0180
H -1.0308 5.0245 3.2556 0.0375 0.0583 -0.1323
H -2.7562 4.8050 3.6061 -0.0012 -0.0105 -0.0016
C 1.8491 -5.6787 -0.7945 -0.0813 0.2371 0.0874
C 2.8750 -4.6963 -1.3103 0.0756 -0.0052 0.0030
O 2.8909 -3.5451 -0.9381 -0.1358 0.0300 -0.0288
C 3.8789 -5.2188 -2.3075 0.0521 0.2338 0.0365
H 1.1916 -5.1790 -0.0853 0.0207 0.0023 0.0193
H 1.2542 -6.0694 -1.6225 0.0893 -0.1484 0.0001
H 2.3455 -6.5091 -0.2915 -0.0293 -0.0907 -0.1068
H 3.3664 -5.5891 -3.1970 0.0220 -0.1469 0.0436
H 4.4572 -6.0311 -1.8654 -0.0755 -0.1008 -0.0743
H 4.5554 -4.4176 -2.5947 -0.0022 0.0068 0.0093
C -1.7354 1.5350 5.8676 0.2754 -0.0143 0.1863
C -0.8734 0.5235 6.5812 0.0682 0.0396 0.0355
O 0.3257 0.6576 6.6631 -0.0237 -0.0207 -0.0366
C -1.5760 -0.6696 7.1852 0.2186 -0.0397 0.0551
H -1.1084 2.3348 5.4832 0.0118 0.0070 -0.0082
H -2.2554 1.0636 5.0374 -0.1658 0.0109 0.0320
H -2.4672 1.9577 6.5583 -0.1087 -0.0812 -0.0667
H -2.0942 -1.2324 6.4067 -0.1255 0.0549 0.0376
H -2.3010 -0.3389 7.9304 -0.1100 -0.0227 -0.0888
H -0.8451 -1.3167 7.6642 0.0100 0.0100 -0.0042
C 6.8459 5.2323 2.2917 -0.2074 -0.0861 -0.0976
C 7.0085 5.4710 0.8105 0.0030 0.0313 -0.0182
O 6.1234 5.2117 0.0263 0.0054 -0.0728 0.0320
C 8.3239 6.0487 0.3517 -0.1273 -0.0200 -0.2054
H 5.8594 4.8180 2.4871 -0.0048 0.0087 -0.0079
H 7.6039 4.5305 2.6429 0.0819 0.1117 0.0599
H 6.9505 6.1721 2.8354 0.1328 -0.0336 0.0436
H 9.1414 5.3796 0.6243 0.0383 0.0855 0.1148
H 8.4878 7.0214 0.8176 0.0949 -0.0564 0.0958
H 8.3097 6.1706 -0.7287 -0.0119 -0.0029 -0.0002
```
Positions in Å, forces in eV/Å.

***

(2)
Below is 5 unconnected molecules or ions with the total composition C25H51NO13S at a distorted geometry, with properties calculated with ωB97M-V/def2-TZVPD.

Results
SMILES string: CCCCN[C@]1(COO)CCS(=O)(=O)OC1.CCOC(C)=O.CCOC(C)=O.CCOC(C)=O.CCOC(C)=O
Molecular weight: 605.7 g/mol
HOMO-LUMO gap: 0.34214 hartree
E: -2414.12441 Ha

XYZ file:
```
91
Properties=species:S:1:pos:R:3:forces:R:3
C -1.2274 3.8246 3.0307 -0.1667 0.1895 -0.2876
C -0.5048 3.7871 1.6764 -0.1965 -0.5801 0.3225
C 0.0993 2.4030 1.3806 0.0666 0.0807 0.5507
C 1.5794 2.2914 1.7445 -0.5729 0.0676 -0.5297
N 2.0367 0.9634 1.3543 0.3135 0.1001 0.6020
C 3.4386 0.5786 1.5775 0.2946 -0.1132 -1.1836
C 4.2256 0.7840 0.2607 -0.0577 0.0820 0.1653
O 4.1306 2.1371 -0.1532 -0.1000 0.1711 0.1200
O 5.4369 2.5189 -0.6124 0.2372 -0.2682 -0.1405
C 3.4689 -0.9450 1.8375 -0.3255 0.2226 0.6025
C 4.5759 -1.5209 2.7438 0.1070 -0.1847 -0.9154
S 5.3697 -0.3851 3.8351 0.2649 -0.5817 1.0186
O 4.5227 -0.1768 4.9721 -0.2696 0.2746 -0.2485
O 6.7116 -0.8034 4.0839 -0.0148 0.2249 -0.4800
O 5.4316 0.9309 2.9507 -0.2549 -0.2490 0.0481
C 4.1123 1.4270 2.6371 -0.4784 0.6004 0.2082
H -0.5339 3.9792 3.8562 0.0204 -0.0833 0.0739
H -1.9503 4.6416 3.0352 0.0545 0.1065 0.1686
H -1.7947 2.9093 3.2006 0.0087 -0.0565 0.0157
H -1.2271 4.0002 0.8892 0.0621 0.2960 -0.0386
H 0.2651 4.5587 1.6974 0.0150 0.0919 -0.3860
H -0.4247 1.6751 2.0035 -0.1000 -0.1856 -0.2110
H -0.0668 2.1068 0.3439 0.1356 0.0740 -0.1202
H 2.1120 3.1028 1.2351 0.1880 0.0631 0.1436
H 1.6418 2.4229 2.8250 0.2691 0.0133 0.0295
H 1.8142 0.8181 0.3790 -0.1381 -0.1060 -0.0438
H 3.7720 0.1495 -0.5076 0.0958 -0.0555 -0.0867
H 5.2773 0.5296 0.3867 0.0395 -0.0777 -0.0214
H 5.3755 3.4794 -0.5795 -0.1507 0.1515 0.0670
H 2.4960 -1.2081 2.2459 -0.0170 0.0786 0.0689
H 3.5176 -1.4204 0.8584 0.0226 -0.2664 0.0637
H 5.3674 -1.9490 2.1295 0.1792 0.0885 0.1238
H 4.1790 -2.3219 3.3615 0.0528 0.0372 0.1697
H 3.5123 1.5184 3.5407 0.1229 -0.2532 0.1341
H 4.2554 2.4350 2.2561 0.1539 -0.0227 -0.0554
C 2.2361 -2.3227 -3.2277 -0.1313 0.0826 -0.0203
C 1.9247 -3.2707 -2.0873 0.1035 0.0316 -0.1995
O 1.1733 -2.6327 -1.0535 0.1513 -0.0765 0.2679
C -0.1786 -2.5528 -1.0687 -0.1243 0.1412 -0.2385
C -0.9093 -2.8629 -2.3495 -0.1072 -0.3204 0.1548
O -0.7351 -2.1641 -0.0801 0.0206 0.0224 0.0845
H 1.3270 -1.9817 -3.7242 0.0038 -0.0447 -0.0148
H 2.8709 -2.8148 -3.9662 0.0215 -0.0124 0.0164
H 2.7570 -1.4410 -2.8523 0.0516 -0.0275 0.0079
H 1.4195 -4.1733 -2.4326 -0.0379 0.0243 -0.0081
H 2.8478 -3.5926 -1.6059 -0.0235 0.0257 0.0735
H -0.9517 -1.9636 -2.9625 0.0396 -0.0301 -0.0764
H -1.9229 -3.1633 -2.0975 -0.0284 0.1321 0.0602
H -0.4623 -3.6671 -2.9290 0.0646 0.1226 -0.0897
C -4.5749 0.3902 0.4021 -0.2262 -0.0277 -0.2753
C -3.4027 0.9966 -0.3326 0.0530 -0.1791 0.1910
O -3.8078 1.8337 -1.4263 0.1543 0.0059 -0.1209
C -4.0943 3.1359 -1.2619 -0.1614 0.0318 0.1555
C -4.2975 3.6718 0.1391 0.3480 0.1432 0.0243
O -4.2424 3.8270 -2.2333 0.0002 0.0212 -0.0656
H -5.1950 1.1528 0.8703 0.0517 -0.0031 0.0969
H -4.2095 -0.2745 1.1776 0.0085 -0.0312 0.0672
H -5.2058 -0.1764 -0.2859 0.0773 0.0085 -0.0587
H -2.7462 1.5456 0.3441 -0.0241 -0.0043 0.0123
H -2.7984 0.2117 -0.7849 -0.0171 0.0297 -0.0832
H -5.3382 3.5239 0.4233 -0.0086 -0.0452 0.0255
H -4.0877 4.7385 0.1236 -0.1125 0.0203 -0.0874
H -3.6559 3.2135 0.8887 -0.1462 -0.0955 0.0337
C 0.8885 -3.4305 -8.5241 0.0746 0.0516 0.1183
C -0.4715 -2.8274 -8.2421 0.0960 -0.0822 -0.1816
O -0.6493 -2.5301 -6.8539 -0.2030 -0.0446 0.0512
C -0.2711 -1.3634 -6.3002 0.2177 0.0592 -0.0609
C 0.6414 -0.4386 -7.0702 -0.2669 0.2024 -0.1205
O -0.6182 -1.1223 -5.1765 0.0071 -0.0329 0.0962
H 1.6932 -2.7310 -8.2970 -0.0098 0.0284 -0.0565
H 0.9671 -3.7136 -9.5737 -0.0154 -0.0059 -0.0070
H 1.0400 -4.3183 -7.9104 -0.0351 -0.0304 -0.0292
H -0.6653 -1.9457 -8.8535 0.0297 0.0262 0.0336
H -1.2538 -3.5475 -8.4746 -0.0298 -0.0036 0.0788
H 1.6747 -0.7307 -6.8852 0.0144 -0.0326 -0.0264
H 0.4913 0.5696 -6.6944 0.0507 -0.0362 0.1204
H 0.4569 -0.4258 -8.1415 0.1023 -0.1009 -0.0026
C -3.8433 -2.3125 5.9588 -0.1102 0.0930 -0.0327
C -2.7243 -1.6781 5.1601 0.0043 -0.1427 0.1663
O -3.2208 -0.8844 4.0783 0.1415 -0.0312 -0.1481
C -3.5516 0.4114 4.2072 -0.1528 -0.0069 0.1330
C -3.7074 1.0048 5.5875 0.3258 0.1377 0.0023
O -3.7788 1.0424 3.2105 0.0737 0.1714 0.0608
H -4.4666 -1.5616 6.4450 0.0418 0.0036 0.0463
H -3.4345 -2.9681 6.7277 0.0163 -0.0082 -0.0047
H -4.4858 -2.8999 5.3034 0.0363 -0.0375 -0.0075
H -2.0490 -1.0955 5.7876 -0.0365 0.0410 0.0005
H -2.1218 -2.4491 4.6837 -0.0154 0.0286 -0.0826
H -4.7255 0.8290 5.9329 -0.0048 -0.0396 0.0192
H -3.5446 2.0767 5.5127 -0.1115 0.0124 -0.0726
H -3.0055 0.6114 6.3190 -0.1031 -0.0956 0.0248
```
Positions in Å, forces in eV/Å.